No. 1
ORCA calculation (ωB97M-V with the def2-TZVPD basis set) on C10H13N2O5RuS as an isolated structure at a distorted geometry.

```
! RIJCOSX wB97M-V def2-TZVPD def2/J DEFGRID3
* xyz 3 5
O 0.562 4.297 -5.019
C 0.646 3.754 -4.010
Ru -0.318 -0.908 -2.292
O -1.841 1.237 -0.790
C -1.290 0.378 -1.323
C -0.786 -4.277 -1.088
O -0.557 -5.346 -1.359
C 1.523 -0.968 -2.573
O 2.651 -0.798 -2.840
C -1.164 -1.200 -3.991
O -1.569 -1.273 -5.081
H -0.129 0.362 -2.857
C -2.242 -0.803 1.782
N -1.044 0.006 1.874
C -0.955 0.962 2.980
C 0.051 -0.422 1.231
S -0.018 -1.828 0.218
N 1.207 0.260 1.342
C 1.211 1.727 1.228
C 2.470 -0.391 0.993
H -2.974 -0.371 2.465
H -2.049 -1.817 2.127
H -2.632 -0.836 0.764
H 0.021 0.927 3.470
H -1.172 1.985 2.649
H -1.706 0.682 3.714
H 1.140 2.162 2.234
H 2.179 2.021 0.800
H 0.382 2.085 0.598
H 2.536 -1.380 1.463
H 2.604 -0.474 -0.098
H 3.261 0.248 1.389
*
```

Properties
E_HOMO (spin up / spin down) = -19.76 / -20.22 eV
Kohn-Sham gap (spin up / spin down) = 7.29 / 4.30 eV
<S²> = 6.055
Lowest unoccupied orbital energy (spin up / spin down) = -12.47 / -15.91 eV

No. 2
ORCA calculation (ωB97M-V with the def2-TZVPD basis set) on one molecule with the formula C10H13N3 at a distorted geometry.

```
! RIJCOSX wB97M-V def2-TZVPD def2/J DEFGRID3
* xyz 0 1
C -0.390 -0.370 -2.275
C -0.109 0.193 -1.111
C -1.008 1.149 -0.317
C -1.110 0.693 1.134
C -1.811 -0.684 1.282
C 0.251 0.459 1.809
C 1.258 -0.105 1.164
C 1.286 -0.394 -0.312
N 2.543 -0.062 -0.983
C 3.818 -0.408 -0.748
N 4.631 0.425 -1.440
N 3.845 1.231 -2.150
C 2.618 0.933 -1.877
H 0.245 -1.084 -2.864
H -1.300 -0.208 -2.928
H -0.468 2.187 -0.414
H -2.070 1.206 -0.523
H -1.589 1.544 1.670
H -1.771 -1.017 2.258
H -1.124 -1.541 0.896
H -2.839 -0.604 0.893
H 0.461 0.526 2.858
H 2.171 -0.398 1.697
H 1.216 -1.585 -0.447
H 4.230 -1.030 0.029
H 1.774 1.291 -2.451
*
```

Properties
E_HOMO = -9.40 eV
Kohn-Sham gap = 10.01 eV
Structure (SMILES) = C=C1C[C@@H](C)C=C[C@@H]1n1cnnc1
Lowest unoccupied orbital energy = 0.61 eV

No. 3
ORCA calculation (ωB97M-V with the def2-TZVPD basis set) on an isolated ion of composition C10H13N3O and charge +2 at a distorted geometry.

```
! RIJCOSX wB97M-V def2-TZVPD def2/J DEFGRID3
* xyz 2 1
C 3.327 -1.030 0.151
C 3.404 0.344 0.290
C 2.072 -1.597 -0.020
C 2.234 1.064 0.183
C -0.273 -1.885 -0.048
C 0.857 -0.878 -0.041
C -1.363 0.752 -0.372
C -1.884 -0.516 0.476
C -1.454 0.380 -1.849
C -2.936 -0.262 1.422
N 0.038 1.577 -0.242
N 1.008 0.534 0.003
N -1.536 -1.843 0.285
O 0.043 2.484 0.770
H 4.210 -1.655 0.174
H 4.342 0.861 0.442
H 2.034 -2.673 -0.113
H 2.269 2.147 0.225
H 0.083 -2.891 -0.249
H -2.090 1.537 -0.147
H -0.771 -0.419 -2.129
H -2.466 0.055 -2.090
H -1.239 1.251 -2.463
H -3.904 -0.453 0.920
H -2.950 -1.016 2.220
H -2.980 0.756 1.806
H -0.076 3.376 0.393
*
```

Properties
E_HOMO (spin up / spin down) = -18.01 / -18.01 eV
Kohn-Sham gap (spin up / spin down) = 7.66 / 7.66 eV
Lowest unoccupied orbital energy (spin up / spin down) = -10.35 / -10.35 eV

No. 4
ORCA calculation (ωB97M-V with the def2-TZVPD basis set) on an isolated ion of composition C10H13N3O and charge +2 at a distorted geometry.

```
! RIJCOSX wB97M-V def2-TZVPD def2/J DEFGRID3
* xyz 2 3
C 2.068 2.112 -1.591
C 2.236 3.173 -0.774
C 1.641 0.824 -1.202
C 1.857 3.057 0.611
C 0.561 -0.484 0.707
C 1.052 0.821 0.047
C -1.515 -0.943 -0.985
C -0.558 -1.396 0.084
C -2.363 -1.716 -1.650
C -0.448 -2.949 0.213
N -1.519 -0.058 2.111
N 1.172 1.902 0.842
N -0.749 -0.567 1.259
O -2.637 -0.598 2.450
H 2.369 2.402 -2.575
H 2.548 4.098 -1.316
H 1.749 -0.123 -1.602
H 2.082 3.843 1.342
H 1.509 -0.866 1.154
H -1.769 0.051 -0.900
H -2.390 -2.804 -1.644
H 0.918 1.651 1.746
H -3.310 -1.428 -2.019
H 0.000 -3.405 -0.667
H 0.157 -3.274 1.060
H -1.511 -3.387 0.358
H -3.150 0.065 2.940
*
```

Properties
E_HOMO (spin up / spin down) = -16.08 / -17.13 eV
Kohn-Sham gap (spin up / spin down) = 8.27 / 5.43 eV
<S²> = 2.010
Lowest unoccupied orbital energy (spin up / spin down) = -7.82 / -11.70 eV

No. 5
ORCA calculation (ωB97M-V with the def2-TZVPD basis set) on C10H13N3O5Pd as an isolated structure at a distorted geometry.

```
! RIJCOSX wB97M-V def2-TZVPD def2/J DEFGRID3
* xyz 2 3
O -0.007 3.010 -3.684
C 0.157 1.961 -3.242
Pd 0.159 -0.205 -3.292
O 0.059 -1.112 -6.283
C 0.135 -0.967 -5.154
C 0.151 -1.821 -2.051
O 0.085 -2.661 -1.281
C -1.816 -0.108 -3.026
O -2.901 0.248 -2.950
C 2.106 -0.043 -3.012
O 3.179 0.319 -2.914
C -2.478 0.217 1.070
N -1.210 0.212 1.772
C -1.336 0.064 3.188
C -0.045 0.222 1.081
N -0.061 0.531 -0.190
N 1.148 -0.098 1.668
C 1.558 -0.176 3.055
C 2.217 -0.156 0.706
H -3.295 0.044 1.782
H -2.475 -0.596 0.330
H -2.629 1.188 0.581
H -0.977 -0.917 3.535
H -0.861 0.916 3.704
H -2.410 0.105 3.399
H -0.985 0.953 -0.391
H 2.123 -1.111 3.191
H 2.273 0.642 3.245
H 0.723 -0.137 3.764
H 2.038 -0.976 0.012
H 2.247 0.768 0.131
H 3.130 -0.315 1.260
*
```

Properties
E_HOMO (spin up / spin down) = -15.55 / -15.95 eV
Kohn-Sham gap (spin up / spin down) = 8.63 / 5.59 eV
<S²> = 2.037
Lowest unoccupied orbital energy (spin up / spin down) = -6.93 / -10.36 eV

No. 6
ORCA calculation (ωB97M-V with the def2-TZVPD basis set) on an isolated ion of composition C10H13N4S and charge +1 at a distorted geometry.

```
! RIJCOSX wB97M-V def2-TZVPD def2/J DEFGRID3
* xyz 1 1
C 1.550 1.395 -1.562
C 1.930 0.030 -0.987
N 0.949 -0.460 0.012
C 1.545 -1.177 1.121
C 1.777 -2.681 0.759
S 0.387 -2.897 -0.535
C -0.108 -1.324 -0.665
C -1.724 -0.631 0.023
C -2.579 -1.694 0.040
N -3.164 -2.674 0.179
N -2.096 0.621 0.046
C -1.397 1.570 0.836
C -2.119 2.720 0.801
N -3.112 2.628 -0.108
C -3.149 1.372 -0.474
H 1.548 2.090 -0.684
H 2.429 1.702 -2.294
H 0.540 1.494 -1.984
H 2.847 0.344 -0.502
H 2.063 -0.646 -1.739
H 0.529 0.451 0.399
H 0.863 -1.258 2.071
H 2.457 -0.791 1.433
H 2.808 -2.924 0.368
H 1.639 -3.337 1.672
H -0.691 1.313 1.620
H -1.872 3.697 1.271
H -3.852 1.067 -1.117
*
```

Properties
E_HOMO (spin up / spin down) = -12.51 / -12.58 eV
Kohn-Sham gap (spin up / spin down) = 6.93 / 7.20 eV
Structure (SMILES) = CC[N@@H+]1CCS/C1=C(\C#N)n1ccnc1
Lowest unoccupied orbital energy (spin up / spin down) = -5.57 / -5.38 eV

Number 1: calculated total energy -1366.2718 Ha. Number 2: calculated total energy -552.9954 Ha. Number 3: calculated total energy -627.5319 Ha. Number 4: calculated total energy -627.4100 Ha. Number 5: calculated total energy -1056.4751 Ha. Number 6: calculated total energy -1005.5904 Ha.